a | C3H4N2O in the gas phase, computed with ωB97M-V/def2-TZVPD.

Element x y z (Å)
C  -0.08  1.00  -0.02
C  0.31  -0.45  -0.06
C  1.72  -0.77  -0.03
H  -0.84  1.23  -0.81
H  -0.52  1.31  0.98
H  0.81  1.65  -0.18
H  -1.98  -0.27  0.13
N  -0.47  -1.48  -0.03
N  2.86  -0.99  0.02
O  -1.81  -1.23  0.00

Calculated values
- SMILES string = C/C(C#N)=N\O
- HOMO (hartree) = -0.3844
- HOMO-LUMO gap (eV) = 10.7



b | A molecular structure, C3H4N2O, computed with ωB97M-V/def2-TZVPD.

Element x y z (Å)
O  -1.65  1.03  0.63
C  -0.59  0.33  0.12
C  0.74  0.20  0.73
N  1.59  -0.62  0.26
N  -0.12  -1.32  -1.71
C  -0.52  -0.45  -0.95
H  -1.62  1.95  0.35
H  0.92  0.91  1.55
H  2.48  -0.60  0.75
H  -1.22  -1.43  -1.72

Calculated values
- HOMO (hartree) = -0.3010
- HOMO-LUMO gap (eV) = 8.4



Which of the structures shown above is the most stable? The most stable is a.